1.
ORCA calculation (ωB97M-V with the def2-TZVPD basis set) on a molecular structure, C25H45F3IrP2 in a non-equilibrium geometry.

Computed properties:
Energy above the lowest of the compared OMol25 structures with the same formula, charge and spin = 0.0 kcal/mol
<S²> = 6.018
Lowest unoccupied orbital energy (spin up / spin down) = -1.70 / -5.00 eV
Charge = +1
2S+1 = 5
Electronic energy = -56212.961 eV

Last column: Mulliken spin population.
Cartesian coordinates (Å):
Ir (0.15119, -0.05191, 0.34201)  2.02
C (-1.70497, 1.53076, 0.11882)  0.16
C (-2.20274, 0.62379, -0.88710)  0.40
C (-1.90110, -0.55672, 1.07718)  0.07
C (-1.65484, 0.82779, 1.36981)  0.28
C (-2.30424, -0.63998, -0.32440)  0.13
C (-1.71060, 3.02630, -0.01472)  0.01
H (-1.38966, 3.40457, -1.00282)  0.00
H (-1.11285, 3.57468, 0.73183)  0.00
H (-2.73776, 3.41771, 0.10865)  0.01
C (-1.66464, 1.42579, 2.71711)  0.01
H (-1.44016, 2.49010, 2.70610)  0.00
H (-0.94825, 0.94932, 3.36582)  0.01
H (-2.63676, 1.27345, 3.19132)  0.00
C (-2.16755, -1.62535, 2.06682)  -0.01
H (-3.22932, -1.72476, 2.30556)  0.01
H (-1.70031, -1.41360, 3.02186)  0.00
H (-1.82318, -2.62247, 1.75419)  0.01
C (-3.05006, -1.82295, -0.82789)  0.00
H (-4.10687, -1.60701, -0.60467)  0.02
H (-2.83235, -2.76943, -0.30422)  0.00
H (-2.99247, -2.02294, -1.91304)  0.00
C (-2.87483, 1.14136, -2.08477)  0.00
H (-3.80286, 1.56691, -1.67462)  0.03
H (-3.12503, 0.36078, -2.80876)  -0.01
H (-2.35462, 1.95733, -2.61013)  0.01
C (1.59415, 0.43336, -3.39176)  0.03
C (0.56236, 1.31930, -3.54224)  0.04
C (-0.02639, 1.61627, -4.91041)  0.01
C (-0.92363, 0.45240, -5.49430)  0.00
C (-1.00912, -0.82187, -4.65304)  0.00
C (0.03342, -1.66438, -4.55364)  0.00
C (1.36410, -1.37986, -5.24203)  0.00
C (2.24027, -0.24566, -4.58600)  0.01
H (0.77445, 1.84068, -5.64934)  0.00
H (-0.46914, 0.17323, -6.46569)  0.00
H (-0.65438, 2.52668, -4.82503)  0.00
H (2.49841, 0.48901, -5.37664)  0.00
H (1.93948, 0.10494, -2.40954)  0.01
H (0.04258, 1.78356, -2.69885)  -0.05
H (3.18096, -0.70938, -4.23324)  0.00
H (1.94122, -2.32649, -5.25975)  0.00
H (-0.06226, -2.63927, -4.04442)  0.00
H (1.16144, -1.07304, -6.28720)  0.00
H (-1.94901, 0.83914, -5.68607)  0.00
H (-1.99315, -1.03867, -4.19254)  0.00
P (1.73972, 1.76429, 0.60650)  0.11
C (1.39082, 2.63377, 2.15817)  0.01
H (2.28697, 3.21315, 2.37902)  0.00
H (1.25631, 1.96918, 2.99397)  0.00
H (0.50893, 3.27000, 2.10550)  0.00
C (3.44254, 1.24843, 0.82160)  0.04
H (3.97279, 2.09989, 1.25195)  0.00
H (3.90196, 0.94751, -0.12263)  0.00
H (3.54399, 0.43064, 1.52658)  0.01
C (1.94865, 3.25412, -0.39530)  0.05
H (2.43584, 3.04036, -1.35165)  0.00
H (2.60032, 3.91878, 0.19355)  0.00
H (1.00816, 3.78641, -0.57723)  0.00
P (0.98551, -2.33322, -0.19437)  0.10
C (-0.21520, -3.62705, -0.65148)  0.03
H (0.40019, -4.46126, -1.01744)  0.00
H (-0.97844, -3.37264, -1.39664)  0.00
H (-0.69353, -3.98561, 0.27611)  0.00
C (2.61812, -2.60554, -0.94868)  0.04
H (2.57032, -2.76312, -2.03486)  0.00
H (3.01280, -3.50770, -0.45080)  0.00
H (3.32251, -1.78971, -0.72078)  0.00
C (1.41426, -3.23888, 1.29643)  0.01
H (1.60456, -4.25485, 0.99196)  0.00
H (0.57833, -3.25617, 1.96754)  0.01
H (2.27676, -2.79934, 1.77264)  0.01
F (0.92949, 0.37807, 3.45378)  0.02
C (0.90369, -0.56065, 2.44469)  0.33
F (2.26881, -0.89974, 2.19439)  0.02
F (0.30495, -1.69195, 2.90744)  0.01



2.
ORCA calculation (ωB97M-V with the def2-TZVPD basis set) on a single C2H6N2S2 molecule in a non-equilibrium geometry.

Computed properties:
Energy above the lowest of the compared OMol25 structures with the same formula, charge and spin = 19.5 kcal/mol
SMILES = [H]/N=C(\CS)NS
Lowest unoccupied orbital energy = 0.51 eV
Charge = 0
Electronic energy = -26820.971 eV

Last column: Löwdin charge in e.
Cartesian coordinates (Å):
C (0.35881, 1.23351, 0.17728)  -0.46
C (-0.23863, -0.14690, -0.14053)  -0.61
H (2.63837, 0.89985, -0.07553)  -0.16
H (-0.38175, 1.97242, -0.12799)  0.07
H (0.53296, 1.32309, 1.28514)  0.08
H (0.71965, -0.24225, -1.81836)  0.03
H (-0.97334, -0.56394, 1.75590)  0.10
H (-1.08339, -2.86470, -0.04867)  -0.10
N (-0.11966, -0.63233, -1.29830)  0.08
N (-1.19423, -0.66559, 0.73439)  -0.44
S (1.88731, 1.70582, -0.78395)  0.71
S (-2.14610, -2.01898, 0.34063)  0.70



3.
ORCA calculation (ωB97M-V with the def2-TZVPD basis set) on a molecular structure, C18H42BCdF3N4O5 in a non-equilibrium geometry.

Computed properties:
Lowest unoccupied orbital energy = 2.55 eV
Charge = -2
Electronic energy = -48928.058 eV

Last column: Löwdin charge in e.
Cartesian coordinates (Å):
Cd (-2.49199, 0.53316, -0.00994)  1.37
F (-1.80528, 2.33608, 0.60541)  -0.59
F (-3.35249, -0.56315, 3.83263)  -0.88
F (-0.80331, 1.40048, 3.51085)  -0.71
B (-1.16958, -1.11456, 0.66867)  -0.52
H (-1.26916, -0.47732, 1.63769)  -0.02
H (-2.23853, -1.50660, 0.35712)  -0.06
H (-0.89085, -0.55259, -0.31574)  -0.09
H (-0.40234, -2.02918, 0.76688)  0.00
C (1.64756, 5.59623, 2.09789)  -0.11
C (0.62540, 4.67665, 1.42071)  -0.42
C (1.34200, 3.72540, 0.45550)  -0.25
O (2.18315, 2.78971, 1.04808)  -0.19
C (1.65008, 1.47943, 1.14442)  -0.09
N (-0.07115, 4.00363, 2.55070)  0.05
H (2.46501, 5.08373, 2.59659)  0.07
H (1.11709, 6.28359, 2.76850)  0.06
H (2.06224, 6.35676, 1.40481)  0.06
H (-0.12883, 5.27434, 0.89503)  0.11
H (1.89368, 4.33820, -0.27966)  0.11
H (0.58083, 3.26768, -0.19466)  0.09
H (0.94600, 1.33604, 1.98350)  0.07
H (2.50009, 0.81086, 1.29543)  0.08
H (1.12259, 1.26432, 0.21039)  0.06
H (0.34345, 4.24739, 3.44014)  0.04
H (0.01304, 2.97861, 2.51371)  0.01
C (-1.53476, -3.70720, 3.73897)  -0.08
C (-0.18351, -3.10213, 4.03854)  -0.44
C (0.92313, -3.87222, 3.31000)  -0.23
O (2.17814, -3.20976, 3.43329)  -0.20
C (3.17240, -3.87629, 2.70628)  -0.15
N (-0.20524, -1.69391, 3.63539)  0.08
H (-2.33577, -3.12877, 4.20145)  0.07
H (-1.60179, -4.77876, 3.98651)  0.06
H (-1.71951, -3.68503, 2.65761)  0.07
H (0.03916, -3.19997, 5.11175)  0.13
H (0.68308, -3.87305, 2.23235)  0.11
H (1.03392, -4.91559, 3.65663)  0.11
H (2.94319, -3.81767, 1.63863)  0.08
H (3.26926, -4.90087, 3.11354)  0.08
H (4.16776, -3.50731, 2.97140)  0.08
H (0.76367, -1.53965, 3.33991)  0.06
H (-0.63426, -1.59477, 2.69973)  -0.01
C (-4.42972, 2.68331, -1.83174)  -0.06
C (-3.83149, 1.40538, -2.41306)  -0.39
C (-2.37068, 1.60316, -2.91132)  -0.18
O (-1.46294, 0.91500, -2.08161)  -0.30
C (-0.12456, 1.01342, -2.45031)  -0.11
N (-3.98807, 0.21113, -1.53434)  -0.03
H (-4.72482, 3.35395, -2.63564)  0.08
H (-3.78839, 3.14894, -1.07851)  0.08
H (-5.35663, 2.41956, -1.30788)  0.08
H (-4.46499, 1.16131, -3.27595)  0.12
H (-2.07725, 2.65762, -2.95368)  0.13
H (-2.27568, 1.22980, -3.94176)  0.12
H (-0.01005, 0.73503, -3.51665)  0.09
H (0.58821, 0.35353, -1.96436)  0.07
H (0.30957, 2.02001, -2.39735)  0.10
H (-4.85115, 0.28863, -0.99169)  0.09
H (-4.19461, -0.67436, -1.98459)  0.10
C (1.96415, -2.11414, -1.96463)  -0.07
C (3.12221, -1.52645, -2.43677)  -0.04
C (3.24372, -1.40262, -3.81726)  0.00
C (2.27980, -1.91531, -4.67910)  -0.17
C (1.15237, -2.56321, -4.18980)  -0.01
C (1.03959, -2.68653, -2.81445)  -0.06
N (2.41869, -1.73459, -6.11380)  -0.36
O (1.65527, -2.33119, -6.84273)  0.06
O (3.28037, -0.96416, -6.50500)  0.06
H (1.60628, -2.15327, -0.93739)  0.11
H (3.77632, -1.03722, -1.72846)  0.11
H (4.09617, -0.96177, -4.31930)  0.11
H (0.34683, -2.94399, -4.80039)  0.12
H (0.24389, -3.32690, -2.45710)  0.12



4.
ORCA calculation (ωB97M-V with the def2-TZVPD basis set) on a molecular structure, C3H12P4 in a non-equilibrium geometry.

Computed properties:
Energy above the lowest of the compared OMol25 structures with the same formula, charge and spin = 18.1 kcal/mol
<S²> = 2.011
Lowest unoccupied orbital energy (spin up / spin down) = 0.74 / -1.99 eV
Charge = 0
2S+1 = 3
Electronic energy = -40452.901 eV

Last column: Mulliken spin population.
Cartesian coordinates (Å):
C (-2.97195, -0.71112, 0.72435)  0.41
C (3.65305, -0.97515, 0.25391)  0.03
C (-0.42594, 0.84870, -0.91411)  0.88
P (-0.09269, 2.30346, 0.21008)  0.05
P (-1.96608, 0.09818, -0.66777)  0.35
P (2.53511, 0.51039, -0.08681)  0.04
P (0.77359, -0.55355, -0.78649)  0.18
H (-2.18579, -1.36158, 1.25340)  -0.07
H (-3.51019, 0.05552, 1.22856)  -0.08
H (-3.59837, -1.30381, 0.22251)  -0.02
H (4.57701, -0.57494, 0.23957)  -0.01
H (3.60329, -1.55476, -0.59949)  0.00
H (3.21880, -1.60186, 1.12110)  0.00
H (-1.41608, 2.97521, -0.00613)  -0.02
H (-0.42191, 1.66501, 1.60757)  0.12
H (-2.06100, -1.03108, -1.69109)  0.00
H (-3.01196, 1.17403, -1.07168)  0.04
H (2.06540, 0.62673, 1.20693)  0.00
H (1.23573, -0.58940, -2.24441)  0.08



5.
ORCA calculation (ωB97M-V with the def2-TZVPD basis set) on 2 unconnected molecules or ions with the total composition C4H10O2.

Computed properties:
Energy above the lowest of the compared OMol25 structures with the same formula, charge and spin = 10.3 kcal/mol
SMILES = CCC(C)=O.O
Lowest unoccupied orbital energy = 0.90 eV
Charge = 0
Electronic energy = -8405.102 eV

Last column: Löwdin charge in e.
Cartesian coordinates (Å):
C (-1.24057, -1.30172, -0.91393)  -0.09
C (-0.14352, 0.32538, 0.55966)  -0.48
C (-0.84459, 1.59472, 0.14206)  0.00
O (0.13174, 0.13666, 1.73138)  0.04
C (0.11878, -0.70909, -0.50258)  -0.19
O (2.66779, 0.36999, 0.71018)  -0.05
H (-1.14489, -2.36508, -1.13148)  0.07
H (-1.97349, -1.20248, -0.10809)  0.08
H (-1.66019, -0.80749, -1.79089)  0.07
H (-1.04461, 1.64273, -0.92821)  0.08
H (-1.78244, 1.68410, 0.69312)  0.09
H (-0.21016, 2.43476, 0.42739)  0.09
H (2.03501, 0.14407, 1.40538)  0.01
H (0.77735, -1.46980, -0.08376)  0.11
H (0.63904, -0.25730, -1.35343)  0.12
H (3.33526, -0.31805, 0.75660)  0.04



6.
ORCA calculation (ωB97M-V with the def2-TZVPD basis set) on a gas-phase ion, C4H10NO (charge -1) in a non-equilibrium geometry.

Computed properties:
Energy above the lowest of the compared OMol25 structures with the same formula, charge and spin = 6.4 kcal/mol
SMILES = C[C@H](N)CC[O-]
Lowest unoccupied orbital energy = 4.35 eV
Charge = -1
Electronic energy = -7847.259 eV

Last column: Löwdin charge in e.
Cartesian coordinates (Å):
C (-0.81155, -0.57013, -1.19696)  -0.10
C (-0.74242, 0.14896, 0.12233)  -0.47
C (0.72309, 0.39321, 0.53321)  -0.22
C (1.53704, -0.89963, 0.83482)  -0.55
O (1.69952, -1.75155, -0.19626)  -0.37
N (-1.44940, 1.47496, 0.08635)  -0.01
H (-0.33974, -1.54552, -1.10604)  0.06
H (-1.84714, -0.72026, -1.53109)  0.06
H (-0.27578, -0.00065, -1.95616)  0.07
H (-1.21017, -0.37156, 0.95891)  0.12
H (1.20123, 1.00676, -0.24020)  0.10
H (0.66260, 0.94540, 1.48551)  0.09
H (2.50909, -0.53206, 1.25908)  0.07
H (0.97415, -1.35825, 1.69186)  0.07
H (-0.71125, 2.18289, 0.06981)  0.04
H (-1.91926, 1.59743, -0.81515)  0.04